Computed, not measured: C27H29BeN4S3Sb as an isolated structure at a distorted geometry, with ωB97M-V with the def2-TZVPD basis set.

Summary:
charge: +2
HOMO energy: -12.89 eV
E_LUMO: -6.8 eV

Structure (XYZ):
```
65
C27H29BeN4S3Sb ωB97M-V with the def2-TZVPD basis set
Be 0.408 -0.587 -0.822
S -0.091 -4.489 3.456
C -0.361 -5.031 5.067
C -0.488 -4.014 5.967
C -0.347 -2.721 5.344
C -0.158 -2.795 3.979
C -0.136 -1.581 3.146
C 0.040 -1.733 1.737
N 0.169 -0.711 0.865
C -0.208 0.532 1.423
C -0.379 0.817 2.813
C -0.573 2.221 3.150
C -0.649 3.203 2.195
C -0.528 2.915 0.801
C -0.525 3.793 -0.305
C -0.406 3.306 -1.623
C -0.156 1.935 -1.856
N 0.024 1.085 -0.844
C -0.288 1.542 0.455
C -0.439 4.182 -2.777
C -0.446 5.549 -2.645
C -0.522 6.244 -3.900
C -0.521 5.369 -4.948
S -0.514 3.715 -4.462
C -0.339 -0.293 3.684
H -0.435 -6.104 5.249
H -0.711 -4.162 7.035
H -0.393 -1.759 5.881
H 0.197 -2.744 1.351
H -0.688 2.479 4.204
H -0.831 4.237 2.513
H -0.656 4.867 -0.144
H -0.046 1.601 -2.891
H -0.391 6.031 -1.661
H -0.556 7.340 -3.991
H -0.529 5.579 -6.010
H -0.425 -0.155 4.755
C 3.562 0.497 -1.776
N 3.664 -0.898 -1.370
C 4.951 -1.515 -0.945
C 4.682 -3.002 -0.788
N 3.302 -3.107 -1.264
C 2.781 -1.903 -1.616
S 1.264 -1.660 -2.300
H 3.989 1.145 -0.985
H 2.505 0.729 -1.932
H 4.095 0.700 -2.710
H 5.295 -1.000 -0.047
H 5.693 -1.316 -1.709
H 4.783 -3.347 0.260
H 5.342 -3.600 -1.415
H 2.772 -3.975 -1.399
C -3.400 -0.579 -2.962
Sb -2.455 -1.358 -1.204
C -3.599 -0.170 0.194
C -3.433 -3.267 -0.965
H -4.483 -0.615 -2.806
H -3.129 -1.175 -3.840
H -3.082 0.461 -3.066
H -4.637 -0.280 -0.116
H -3.278 0.876 0.147
H -3.496 -0.558 1.226
H -4.516 -3.128 -1.106
H -3.220 -3.662 0.035
H -3.057 -3.954 -1.735
```

Computed, not measured: an isolated molecule of CH2FNO2 at a distorted geometry, with ωB97M-V with the def2-TZVPD basis set.

Summary:
HOMO energy (spin up / spin down): -4.71 / -10.22 eV
2S+1: 3
E_LUMO (spin up / spin down): 0.0 / -2.8 eV

Structure (XYZ):
```
7
CH2FNO2 ωB97M-V with the def2-TZVPD basis set
C -0.061 0.665 -0.865
N 0.052 -0.019 0.284
O 0.101 1.843 -0.998
O -0.140 -1.382 0.405
F 0.381 0.561 1.497
H -0.331 -0.053 -1.658
H -0.002 -1.615 1.335
```

Computed, not measured: an isolated ion of composition C4H8NO2S and charge -1 at a distorted geometry, with ωB97M-V with the def2-TZVPD basis set.

Summary:
charge: -1
structure (SMILES): C[C@H](CS)NC(=O)[O-]
HOMO energy: -4.25 eV
E_LUMO: 3.0 eV

Structure (XYZ):
```
16
C4H8NO2S ωB97M-V with the def2-TZVPD basis set
C 1.273 1.106 -0.682
C -0.023 0.455 -0.269
C 0.027 -0.286 1.127
S 0.806 0.873 2.334
N -0.708 -0.330 -1.299
C -1.627 -1.504 -1.024
O -1.720 -2.302 -1.956
O -2.159 -1.518 0.098
H 2.000 1.197 0.130
H 1.782 0.546 -1.482
H 0.962 2.110 -1.067
H -0.662 1.298 0.054
H 0.539 -1.246 1.145
H -0.974 -0.327 1.544
H 0.672 0.230 3.513
H -0.189 -0.304 -2.166
```